Arrangement w

Below is a single C5H5FN2 molecule, with properties calculated with ωB97M-V/def2-TZVPD.

Structure (XYZ):
```
13
Properties=species:S:1:pos:R:3:mulliken_charge:R:1
F -2.47714 -0.92344 0.07496 -0.22
C -2.26401 0.41079 0.01641 -0.24
C -1.07124 1.02217 -0.01339 -0.49
C 0.19479 0.34702 -0.08741 0.57
N 0.45103 -0.97996 -0.14477 -0.50
C 1.80393 -1.11374 0.02028 -0.35
C 2.41411 0.12402 0.05431 -0.25
N 1.41102 1.02271 0.00184 -0.10
H -3.25770 0.91775 -0.02414 0.32
H -1.08913 2.04625 -0.13001 0.31
H 2.22390 -2.12124 0.16671 0.37
H 3.48611 0.42310 0.10671 0.34
H 1.43119 2.00430 0.26553 0.24
```

The HOMO-LUMO gap comes out at 8.93 eV. For the LUMO energy, the calculation gives 0.8 eV.

=====

Arrangement x

Below is a single C5H5FN2 molecule, with properties calculated with ωB97M-V/def2-TZVPD.

Structure (XYZ):
```
13
Properties=species:S:1:pos:R:3:mulliken_charge:R:1
N 2.61519 -0.05955 -1.84879 -0.38
C 2.33337 0.09205 -0.74439 0.27
C 1.89489 0.35978 0.62987 -0.43
C 0.42547 0.42704 0.58058 -0.21
N -0.31674 -0.62053 0.63931 -0.44
C -1.71513 -0.51023 0.35574 -0.27
C -2.17298 -0.31918 -0.86245 -0.04
F -3.50719 -0.41770 -1.05959 -0.25
H 2.13496 -0.45942 1.38122 0.22
H 2.44793 1.12499 1.15071 0.32
H -0.10244 1.29421 0.35741 0.58
H -2.44923 -0.78171 1.16348 0.26
H -1.58811 -0.12974 -1.74309 0.37
```

The HOMO-LUMO gap comes out at 9.99 eV. For the LUMO energy, the calculation gives 0.5 eV.

=====

Which structure is most stable, and how do the rest compare? From most to least stable: arrangement w, arrangement x.

=====

Arrangement w

Below is a single C21H32N4O3 molecule, with properties calculated with ωB97M-V/def2-TZVPD.

Structure (XYZ):
```
60
Properties=species:S:1:pos:R:3:mulliken_charge:R:1
C -7.02454 0.60125 -2.36455 -1.29
C -5.53137 0.84420 -2.54320 -0.37
C -4.67707 -0.10729 -1.71544 -0.71
C -3.18112 0.12469 -1.88489 -0.95
C -2.35324 -0.83738 -1.04508 -0.15
C -0.86230 -0.71995 -1.19262 -0.34
C -0.20727 0.33278 -1.66236 -0.94
C 1.28738 0.39177 -1.75830 -0.31
C 1.83033 1.70151 -1.19335 0.73
O 1.14136 2.70731 -1.17378 -0.70
N 3.12230 1.71286 -0.75880 0.27
C 3.66648 2.96936 -0.24557 -0.76
C 4.70626 2.72101 0.83980 -1.14
C 4.14494 1.90159 1.97171 0.05
C 4.93315 0.83985 2.64682 -1.20
C 3.76470 0.43457 1.77128 1.78
C 2.53538 0.10200 2.57448 -0.30
O 2.36215 0.57097 3.68935 -0.73
N 1.56799 -0.67396 2.01771 0.04
C 0.41502 -1.00150 2.82735 -0.58
C -0.46061 -1.98039 2.13192 0.61
N -1.74403 -2.08675 2.18974 -0.62
C -1.98220 -3.18563 1.39041 0.85
C -3.34056 -3.72673 1.14121 -1.14
N -0.91472 -3.70870 0.86886 -0.61
O 0.11887 -2.90446 1.36524 -0.15
C 4.04018 -0.28535 0.45433 -1.25
C 4.01844 0.57608 -0.82417 -1.44
H -7.61843 1.29174 -2.96430 0.39
H -7.29367 -0.41459 -2.66170 0.31
H -7.31869 0.72902 -1.32071 0.32
H -5.26433 0.74009 -3.59931 0.32
H -5.28974 1.87495 -2.26719 0.32
H -4.94288 -0.00096 -0.65719 0.33
H -4.91893 -1.14098 -1.98990 0.36
H -2.90711 0.01636 -2.93922 0.37
H -2.94591 1.15660 -1.60789 0.41
H -2.60417 -0.70484 0.01448 0.19
H -2.64172 -1.86545 -1.29102 0.34
H -0.29028 -1.58395 -0.85521 0.46
H -0.73598 1.20987 -2.01284 0.30
H 1.72649 -0.47969 -1.27202 0.17
H 1.60738 0.35995 -2.80735 0.33
H 4.09186 3.56047 -1.06366 0.27
H 2.83395 3.54258 0.15855 0.46
H 5.60527 2.25091 0.43584 0.37
H 5.03033 3.68872 1.22915 0.44
H 3.44832 2.42724 2.61329 0.47
H 5.91147 0.61833 2.23623 0.27
H 4.82262 0.71180 3.71358 0.34
H 1.71793 -1.19209 1.17316 0.21
H 0.72934 -1.43890 3.78126 0.36
H -0.16544 -0.11320 3.06969 0.34
H -3.29335 -4.57111 0.45832 0.29
H -3.78590 -4.04982 2.08217 0.35
H -3.98088 -2.95093 0.72188 0.22
H 5.00169 -0.80154 0.50654 0.48
H 3.31664 -1.08896 0.31899 0.44
H 3.76188 -0.04940 -1.67816 0.65
H 5.01633 0.95403 -1.04355 0.47
```

The HOMO-LUMO gap comes out at 9.84 eV. For the LUMO energy, the calculation gives 0.7 eV.

=====

Arrangement x

Below is a single C21H32N4O3 molecule, with properties calculated with ωB97M-V/def2-TZVPD.

Structure (XYZ):
```
60
Properties=species:S:1:pos:R:3:mulliken_charge:R:1
C 6.20137 3.77267 2.12355 -1.29
C 5.53254 2.69432 1.28095 -0.35
C 4.02357 2.87781 1.18097 -0.72
C 3.34209 1.80747 0.33868 -0.64
C 1.83179 2.01052 0.25812 -0.55
C 1.10210 1.02088 -0.61395 -0.39
C 1.36362 -0.27871 -0.68478 -0.65
C 0.62025 -1.21754 -1.58941 -0.56
C 0.32939 -2.55459 -0.91037 0.55
O 1.04965 -2.96127 -0.01320 -0.71
N -0.73836 -3.27032 -1.35844 0.25
C -1.01508 -4.56841 -0.74110 -0.75
C -2.50742 -4.87745 -0.71137 -1.21
C -3.30682 -3.80167 -0.02488 0.00
C -4.61598 -3.31908 -0.55630 -0.93
C -3.42569 -2.40520 -0.62898 1.49
C -3.38909 -1.35784 0.45487 -0.05
O -4.31529 -1.16136 1.21953 -0.71
N -2.20813 -0.68242 0.56183 0.18
C -2.00016 0.32360 1.56724 -0.98
C -1.76919 1.68031 0.98487 0.78
N -1.22427 2.69688 1.56639 -0.63
C -1.26246 3.65280 0.57620 0.91
C -0.72987 5.02682 0.75511 -1.13
N -1.79221 3.24623 -0.53751 -0.68
O -2.14459 1.91860 -0.26759 -0.03
C -2.82111 -2.02889 -1.98103 -1.02
C -1.60508 -2.85075 -2.44605 -1.32
H 7.28009 3.62463 2.18379 0.39
H 6.02381 4.76409 1.70154 0.31
H 5.80718 3.77250 3.14187 0.32
H 5.96177 2.69304 0.27428 0.33
H 5.74628 1.70860 1.70525 0.32
H 3.59143 2.87745 2.18808 0.33
H 3.80746 3.86538 0.75669 0.34
H 3.76027 1.80994 -0.67272 0.31
H 3.56547 0.82374 0.76152 0.32
H 1.40356 1.99602 1.26591 0.31
H 1.63643 3.01575 -0.12832 0.33
H 0.28810 1.41894 -1.21749 0.46
H 2.15750 -0.72731 -0.09932 0.33
H -0.27790 -0.72910 -1.97078 0.32
H 1.23440 -1.45912 -2.46604 0.51
H -0.47821 -5.35828 -1.27737 0.24
H -0.60990 -4.53381 0.26852 0.48
H -2.89377 -5.04842 -1.71825 0.37
H -2.64286 -5.82193 -0.17948 0.45
H -3.21530 -3.79513 1.05638 0.38
H -4.94374 -3.73801 -1.50018 0.26
H -5.39472 -3.05289 0.14300 0.35
H -1.42672 -0.95113 -0.01096 -0.06
H -2.89292 0.34577 2.19348 0.48
H -1.14676 0.09075 2.20589 0.25
H -0.86429 5.60426 -0.15612 0.30
H -1.24451 5.52038 1.57860 0.33
H 0.33054 4.98116 1.00412 0.23
H -3.59222 -2.08312 -2.75219 0.58
H -2.53095 -0.97649 -1.93459 0.24
H -1.03557 -2.28185 -3.17903 0.56
H -1.92951 -3.74923 -2.96946 0.47
```

The HOMO-LUMO gap comes out at 10.07 eV. For the LUMO energy, the calculation gives 0.7 eV.

=====

Which structure is most stable, and how do the rest compare? From most to least stable: arrangement x, arrangement w.

=====

Arrangement w

Below is 5 unconnected molecules or ions with the total composition CH12NO4, with properties calculated with ωB97M-V/def2-TZVPD.

Structure (XYZ):
```
18
Properties=species:S:1:pos:R:3:mulliken_charge:R:1
C -0.11620 -0.28191 -2.77355 -0.10
N -0.91040 -0.24065 -1.75557 -0.16
H -0.49544 -0.88983 -3.60144 0.29
H 0.84972 0.20694 -2.75073 0.31
H -0.36278 0.09911 -0.94757 0.34
H -1.27141 -1.12144 -1.37909 0.37
H -1.00897 -2.37781 0.63450 0.30
H 0.27099 -2.44050 1.27850 0.29
O -0.13470 -1.98068 0.52883 -0.58
H -2.17321 2.43571 1.16350 0.33
H -0.93579 1.79206 1.43610 0.30
O -1.61662 1.76737 0.73367 -0.62
H 1.46555 0.50873 0.30770 0.22
H 2.34263 -0.16292 -0.86442 0.30
O 1.56569 0.31077 -0.61895 -0.59
H 1.53971 0.77956 2.43580 0.30
H 0.39059 0.79783 3.55038 0.29
O 0.60064 0.79766 2.62235 -0.60
```

As for the net charge: +1. The HOMO-LUMO gap comes out at 9.13 eV. For the LUMO energy, the calculation gives -5.3 eV.

=====

Arrangement x

Below is 5 unconnected molecules or ions with the total composition CH12NO4, with properties calculated with ωB97M-V/def2-TZVPD.

Structure (XYZ):
```
18
Properties=species:S:1:pos:R:3:mulliken_charge:R:1
C 1.37705 -1.47278 -1.69795 -0.13
N 1.76710 -0.28585 -1.43909 -0.09
H 2.09043 -2.28138 -1.75812 0.28
H 0.30098 -1.59456 -1.59880 0.28
H 1.17664 0.38786 -0.87079 0.36
H 2.77845 -0.20505 -1.42821 0.30
H -3.25542 0.52745 -2.02659 0.32
H -3.08324 -0.15406 -0.74005 0.32
O -2.54882 0.25445 -1.42597 -0.65
H -0.98232 1.12203 -0.44491 0.36
H 0.05990 1.38581 0.75986 0.30
O -0.09648 0.96255 -0.08781 -0.66
H -3.18431 -1.14103 2.85457 0.33
H -3.91109 0.11438 2.30506 0.31
O -3.15419 -0.18160 2.81744 -0.64
H 4.31473 0.95160 1.52859 0.32
H 2.95924 0.58674 1.99921 0.33
O 3.39133 1.02343 1.25355 -0.63
```

As for the net charge: +1. The HOMO-LUMO gap comes out at 9.57 eV. For the LUMO energy, the calculation gives -4.7 eV.

=====

Which structure is most stable, and how do the rest compare? From most to least stable: arrangement x, arrangement w.

=====

Arrangement w

Below is 2 unconnected molecules or ions with the total composition H3S3, with properties calculated with ωB97M-V/def2-TZVPD.

Structure (XYZ):
```
6
Properties=species:S:1:pos:R:3:mulliken_charge:R:1
S -0.01999 -0.57216 3.11160 -0.83
H -0.14396 -0.00247 1.83941 -0.13
S -0.63479 0.80313 -2.17335 -0.28
S 0.74275 -0.27301 -1.06377 -0.08
H -1.60001 1.80345 -2.20843 0.14
H -0.14622 -0.75546 -0.16724 0.18
```

As for the net charge: -1. The HOMO-LUMO gap comes out at 4.46 eV. For the LUMO energy, the calculation gives 1.8 eV.

=====

Arrangement x

Below is 2 unconnected molecules or ions with the total composition H3S3, with properties calculated with ωB97M-V/def2-TZVPD.

Structure (XYZ):
```
6
Properties=species:S:1:pos:R:3:mulliken_charge:R:1
S 1.07683 -1.88454 0.12688 -0.31
H 1.63252 -0.84635 -0.66202 0.11
S -0.76303 1.49259 -0.76689 -0.47
S 0.43756 -0.45119 1.66266 -0.54
H -2.15469 1.14673 -0.61786 0.09
H -0.22918 0.54277 0.25723 0.12
```

As for the net charge: -1. The HOMO-LUMO gap comes out at 6.74 eV. For the LUMO energy, the calculation gives 3.6 eV.

=====

Which structure is most stable, and how do the rest compare? From most to least stable: arrangement x, arrangement w.